[1]
C16H22N2PtSe2SiTe2 as an isolated structure in a non-equilibrium geometry. Source: OMol25; level of theory: ωB97M-V/def2-TZVPD.

The geometry in XYZ format:
```
46
Properties=species:S:1:pos:R:3:forces:R:3:lowdin_charge:R:1
Pt 1.25517 1.15630 -0.91687 -0.6 -0.7 -0.6 0.352
Te 2.79675 5.06272 -0.65728 -0.1 0.0 0.0 -0.075
Te 4.91895 1.71751 -0.02597 0.0 0.0 -0.1 -0.017
Se 0.90939 3.54964 -1.04255 0.1 0.7 0.2 -0.268
Se 3.39591 1.18336 -1.87654 0.6 0.0 -0.2 -0.288
Si 1.24531 -0.64459 2.84867 0.0 0.0 -0.1 0.336
N 0.76975 0.39926 1.61277 -0.4 -0.1 0.6 -0.052
N -0.69042 1.10913 0.00508 0.2 0.1 0.5 -0.057
C -0.44023 0.82111 1.34514 0.1 0.0 -0.2 -0.459
C 2.88614 -1.39536 2.36105 0.1 -0.1 0.1 -0.184
C -2.71242 1.52122 1.83846 0.0 0.0 0.0 -0.118
C -0.36092 -1.02207 -4.81213 0.0 0.0 0.0 -0.117
C -2.03284 -1.71503 -3.24966 0.0 0.0 0.0 -0.133
C -0.01455 -2.04856 3.07403 0.0 0.0 0.0 -0.188
C -1.12244 -1.55102 -2.21231 -0.1 0.0 0.0 -0.078
C -1.88053 1.56194 -0.40319 0.2 0.0 -0.1 -0.376
C 0.54351 -0.86207 -3.77612 0.0 0.0 0.0 -0.069
C -1.66415 -1.45167 -4.56166 0.1 0.0 0.0 -0.143
C 1.14878 -0.93012 -1.32536 -0.2 0.3 0.1 -0.340
C -2.92428 1.78285 0.47993 -0.1 -0.1 0.0 -0.091
C -1.50679 1.04479 2.27635 -0.1 -0.1 -0.1 -0.051
C -2.05055 1.80343 -1.87725 0.0 0.0 0.0 -0.070
C 0.18839 -1.11342 -2.44116 0.0 -0.2 0.0 -0.327
C 1.45045 0.08207 4.58673 0.0 0.1 0.0 -0.195
H -2.69607 1.03770 -2.31204 0.0 0.0 0.0 0.068
H 3.60447 -0.59837 2.15036 0.0 0.0 0.0 -0.010
H -3.50994 1.71170 2.55083 0.0 0.0 0.0 0.088
H -0.88835 -1.69965 3.63337 0.0 0.0 0.0 0.009
H -2.37096 -1.58058 -5.37356 0.0 0.0 0.0 0.076
H -1.32106 0.86019 3.32689 0.0 0.0 0.0 0.080
H -3.87151 2.15984 0.11787 0.0 0.0 0.0 0.087
H -1.42737 -1.74907 -1.18984 0.0 0.0 0.0 0.105
H 3.29849 -2.04671 3.14095 0.0 0.0 0.0 0.015
H -3.04095 -2.05282 -3.03008 0.0 0.0 0.0 0.087
H 0.40751 -2.90696 3.60865 0.0 0.1 0.0 0.011
H 0.51268 0.52233 4.94047 0.0 0.0 0.0 0.005
H 2.21348 0.86588 4.59940 0.0 0.0 0.0 0.020
H 2.13484 -1.31759 -1.57859 0.0 0.0 0.0 0.005
H -0.36657 -2.39390 2.09717 0.0 0.0 0.0 0.016
H 1.74619 -0.69632 5.29953 0.0 0.0 0.0 0.012
H 2.77172 -1.97907 1.44297 0.0 0.0 0.0 0.022
H -2.49875 2.78148 -2.05948 0.0 0.0 0.0 0.074
H 0.78534 -1.42332 -0.42139 0.0 0.0 0.0 0.026
H -0.05295 -0.80095 -5.82880 0.0 0.0 0.0 0.086
H 1.54746 -0.50761 -3.98359 0.0 0.0 0.0 0.093
H -1.08611 1.75236 -2.38125 0.0 0.0 0.0 0.034
```
Forces are in eV/Å.

Calculated values
HOMO energy (alpha / beta): -0.75 / -0.91 eV
<S²>: 2.014
ΔE to the lowest compared entry with this formula, charge and spin: 0.0 kJ/mol
spin multiplicity: 3
frontier orbital gap (alpha / beta): 0.1903 / 0.1949 Ha
charge: -2

[2]
One molecule with the formula C16H22N4O2S in a non-equilibrium geometry. Source: OMol25; level of theory: ωB97M-V/def2-TZVPD.

The geometry in XYZ format:
```
45
Properties=species:S:1:pos:R:3:forces:R:3:lowdin_charge:R:1
S -2.43006 2.60996 0.82748 0.0 0.3 0.0 0.977
O -3.32834 0.85622 -2.12275 0.4 0.1 1.4 0.027
O -5.10306 0.62940 1.83938 3.3 -0.2 -1.2 0.018
N 0.88962 0.27508 1.70551 0.3 -1.3 -0.9 -0.171
N -2.29184 -0.53599 -0.75806 -0.1 0.5 0.4 0.207
N -3.92506 0.49045 1.45777 -3.0 -0.8 2.2 -0.017
N -2.57047 0.00002 -2.92893 0.0 -0.6 1.1 0.165
C -0.76877 1.89925 0.65818 0.1 -0.9 0.4 -0.449
C 1.09341 -1.32708 -3.86565 -0.1 0.1 0.5 -0.026
C -0.53321 0.75149 1.66163 1.4 0.4 0.4 -0.245
C 1.70484 1.99735 3.33254 0.2 0.2 0.2 -0.095
C -1.98809 -0.81045 -2.06654 -0.8 0.7 -0.8 -0.331
C 1.97072 1.23559 2.04954 -1.3 -0.1 0.2 -0.253
C 0.94063 -0.68251 -1.57562 0.6 0.3 0.5 -0.062
C 2.26041 -0.25538 -1.60273 0.5 0.7 -0.3 -0.066
C -3.60826 1.30702 0.32257 0.6 0.4 -1.7 -0.536
C 3.02390 -0.29527 -2.78006 -0.8 -0.2 0.7 -0.084
C -3.06971 0.50498 -0.82272 0.5 -1.0 -1.4 -0.329
C 1.02252 -1.07279 2.36295 -0.2 0.7 -0.5 -0.232
C 2.40622 -0.82727 -3.89418 -0.4 -0.3 -0.5 -0.093
C -1.02639 -1.85697 -2.50248 0.1 -1.2 -0.2 -0.077
C 0.35239 -1.28200 -2.67745 0.7 0.1 -0.2 -0.226
C 0.44338 -2.23430 1.55970 0.6 -0.3 0.2 -0.089
H -1.32718 -2.32783 -3.44426 -0.3 0.3 0.1 0.121
H -0.58129 -2.06292 1.30873 -0.8 0.0 -0.2 0.044
H 2.69573 0.21550 -0.72701 -0.2 -0.1 0.1 0.093
H -4.50207 1.77733 -0.02932 -0.6 0.7 -0.1 0.105
H 0.38943 -0.50674 -0.65679 0.0 -0.3 -0.1 0.074
H -1.23373 -0.05433 1.40620 0.6 0.0 0.2 0.079
H 0.49975 -3.18392 2.13729 0.0 0.6 -0.3 0.087
H -0.07867 2.73133 0.80453 -0.2 0.2 0.2 0.072
H -1.00386 -2.70459 -1.76886 0.0 0.9 -0.4 0.142
H 0.62216 -1.70446 -4.77333 0.2 0.0 0.2 0.111
H 0.84994 2.64365 3.18746 -0.2 0.3 0.2 0.058
H 2.94667 -0.85766 -4.82513 0.1 0.0 -0.3 0.096
H 1.00806 -2.35251 0.63235 0.0 -0.1 0.1 0.063
H 4.03809 0.10444 -2.81072 -0.3 -0.2 0.0 0.105
H 2.06045 -1.36111 2.57167 0.0 0.7 -0.1 0.114
H 2.03705 1.96940 1.23871 0.4 -0.2 -0.1 0.101
H -0.78646 1.12538 2.65036 -0.5 0.1 0.3 0.099
H 1.47763 1.30569 4.14040 0.0 0.0 0.2 0.075
H 2.90955 0.69945 2.19521 -0.1 -0.2 -0.6 0.109
H 0.52607 -0.99885 3.31172 -0.4 -0.3 0.9 0.096
H -0.58021 1.54884 -0.34586 -0.1 -0.1 -0.4 0.063
H 2.56814 2.61711 3.61656 -0.3 -0.2 -0.1 0.081
```
Forces are in eV/Å.

Calculated values
HOMO energy: -8.33 eV
ΔE to the lowest compared entry with this formula, charge and spin: 555.4 kJ/mol
SMILES string: CCN(CC)CCS[C@H](N=O)c1nc(Cc2ccccc2)no1
frontier orbital gap: 0.2729 Ha
charge: 0

[3]
One molecule with the formula C16H22N4O3 in a non-equilibrium geometry. Source: OMol25; level of theory: ωB97M-V/def2-TZVPD.

The geometry in XYZ format:
```
45
Properties=species:S:1:pos:R:3:forces:R:3:lowdin_charge:R:1
O 0.23202 0.02097 1.45346 -1.5 -0.5 -3.1 -0.115
O -1.92708 -0.88936 -2.62509 -2.6 -1.6 -2.0 -0.054
O -3.68091 -2.82691 -2.88052 -0.5 -1.2 3.8 -0.024
N 1.54013 4.19474 0.94753 -5.1 -2.7 1.2 -0.045
N 3.62314 3.33264 0.91026 -4.5 -2.0 2.1 0.126
N 2.68992 4.42929 1.02025 8.9 3.0 -1.6 -0.097
N 1.46462 2.85405 1.03560 -2.6 -6.1 1.4 0.035
C 2.74431 2.24879 1.09803 -2.8 11.8 -2.8 -0.339
C 0.63793 -0.56171 2.68926 1.3 4.1 -0.2 -0.212
C -2.55992 -2.33653 -0.93630 1.3 -1.7 6.8 -0.102
C -2.13289 -2.69994 0.45560 -2.8 -0.8 -0.7 -0.023
C -4.29275 -4.07175 -0.98723 -3.1 -6.6 -2.2 -0.040
C 1.70734 1.25685 -2.81934 5.2 -1.9 -0.9 -0.085
C 1.64340 0.51777 3.27542 6.9 -15.0 -0.1 -0.053
C -0.08965 0.58543 -1.61234 -10.7 5.8 9.0 -0.275
C -1.83074 -1.26965 -1.25314 -1.5 1.4 -9.2 -0.200
C 3.08858 0.41907 2.29768 -0.1 -3.6 10.9 -0.158
C -0.70186 -0.64887 0.56836 1.8 -3.9 3.7 -0.039
C 0.89068 -0.00168 -2.28771 8.2 0.8 -1.1 -0.256
C -0.90894 -0.39781 -0.76106 1.7 0.5 3.5 -0.131
C 3.02069 0.94701 1.01282 -4.5 -5.6 -1.0 -0.272
C -1.21049 -2.03028 1.16323 0.2 4.0 -1.8 0.014
C -3.57154 -3.08827 -1.58640 2.7 5.6 -7.4 -0.390
H 0.51661 2.19198 1.31213 3.3 2.8 -1.4 0.226
H -5.00939 -4.55226 -1.87728 1.8 1.2 2.5 0.178
H -0.18921 -0.56950 3.29444 -2.1 -0.4 1.7 0.090
H -1.01855 -2.28424 2.17343 0.2 -0.1 0.6 0.077
H 1.09984 -1.48690 2.67495 0.9 -2.0 -0.7 0.094
H 3.90669 0.97616 0.71808 8.0 -0.3 -3.1 0.062
H 2.03582 -0.13573 4.28420 -1.3 3.1 -2.2 0.185
H 1.22263 1.95047 -3.46536 -0.9 -0.2 -0.9 0.049
H 2.50199 0.21590 0.36768 -0.5 1.1 -0.1 0.151
H 0.58967 -0.57877 -3.08017 -0.8 -1.4 -1.9 0.093
H -2.80053 -3.42424 0.99869 1.2 0.2 -0.6 0.124
H 2.23720 1.98258 -2.14951 -1.0 -1.1 0.7 0.063
H -3.57504 -4.87859 -0.72491 -0.2 0.1 -0.4 0.123
H 1.54528 -0.68069 -1.57338 -1.0 1.4 -1.5 0.170
H -0.95881 1.33981 -1.88776 1.8 -1.8 -1.8 0.181
H 3.77502 1.05518 3.09432 -1.1 -1.5 -2.5 0.159
H 2.74967 0.84330 -3.35287 -2.8 1.0 0.7 0.123
H 3.43305 -0.80294 2.55484 -0.8 3.6 -1.5 0.180
H -2.69267 -1.45339 -3.30116 2.7 1.2 3.9 0.222
H 1.28646 1.33903 3.15675 -4.1 10.1 0.2 -0.038
H -4.82603 -4.02169 -0.09965 -1.1 1.1 1.6 0.071
H 0.00825 1.41469 -0.71324 1.9 -2.0 -1.8 0.152
```
Forces are in eV/Å.

Calculated values
HOMO energy: -9.00 eV
ΔE to the lowest compared entry with this formula, charge and spin: 1509.0 kJ/mol
SMILES string: CCCc1c(OCCCCc2nnn[nH]2)ccc(C(C)=O)c1O
frontier orbital gap: 0.3171 Ha
charge: 0

[4]
One molecule with the formula C16H22N4OS2 in a non-equilibrium geometry. Source: OMol25; level of theory: ωB97M-V/def2-TZVPD.

The geometry in XYZ format:
```
45
Properties=species:S:1:pos:R:3:forces:R:3:lowdin_charge:R:1
S 3.00746 2.40006 -1.43907 0.5 0.2 -0.2 0.908
S 0.10298 1.73658 -2.00644 0.1 0.1 1.0 1.015
O 3.45705 1.29266 2.24022 0.1 0.0 0.0 0.076
N -2.19501 1.25542 -0.61567 -0.5 -0.2 -0.3 0.003
N -0.26936 1.92460 0.53706 -1.7 -0.3 0.6 0.026
N 1.37257 -1.79344 0.16152 0.2 0.0 0.0 -0.014
N 1.01297 2.21733 0.34998 1.4 0.6 -0.2 -0.032
C 2.78797 -0.10876 0.46413 -0.4 -0.9 0.2 -0.160
C 2.11160 -1.68113 -0.99445 0.3 0.1 -0.4 -0.271
C 3.95629 2.11432 0.08898 -0.2 0.3 0.0 -0.349
C 0.26066 -2.69402 0.33629 -0.3 -0.1 0.1 -0.128
C -1.78305 -2.76025 -1.09717 -0.1 0.0 0.0 0.016
C -0.99059 -2.11534 -0.26315 0.2 0.0 0.1 -0.148
C 1.90174 -2.57808 -2.16143 -0.1 0.0 0.1 -0.022
C 1.77377 -0.85480 1.05467 0.5 0.5 0.2 -0.206
C 1.14137 -0.67021 2.38308 -0.1 0.0 0.0 -0.005
C 2.99046 -0.65161 -0.83664 -0.1 -0.2 0.1 -0.025
C -3.65812 2.87820 0.51406 0.2 -0.2 0.1 -0.051
C -4.20212 0.41366 0.44163 0.3 0.1 0.1 -0.054
C -0.90903 1.65105 -0.54935 0.8 0.1 -0.9 -0.657
C 3.38056 1.07310 1.04913 0.2 0.2 0.2 -0.439
C -3.09401 1.45815 0.51067 -0.3 0.1 0.2 -0.436
C 1.39340 2.17022 -0.87048 -0.5 0.0 -0.5 -0.956
H -4.85406 0.50683 1.30518 -0.1 0.0 0.1 0.080
H -4.23986 3.06065 -0.38792 -0.1 0.0 -0.1 0.079
H 1.58223 0.20204 2.85669 0.0 0.0 0.0 0.076
H 4.94152 1.79324 -0.25458 0.0 0.0 0.0 0.089
H 4.05026 3.05978 0.62391 0.0 -0.2 0.1 0.086
H 1.31598 -1.53595 3.02361 0.0 0.0 0.1 0.089
H 3.71842 -0.33288 -1.55556 0.1 0.0 -0.2 0.098
H -2.67073 -2.30775 -1.50484 -0.2 0.1 0.0 0.049
H -2.48833 1.31091 1.40955 -0.1 0.0 -0.1 0.133
H 0.11172 -2.85214 1.40911 0.1 0.0 -0.1 0.126
H 2.11556 -3.61694 -1.90568 0.0 -0.1 -0.1 0.081
H 2.56745 -2.27888 -2.96587 0.0 0.0 -0.1 0.083
H 0.06699 -0.51306 2.28895 -0.1 0.0 0.0 0.074
H -2.62231 1.28170 -1.52965 0.0 0.0 0.1 0.133
H -4.79899 0.55370 -0.45761 -0.1 0.0 -0.1 0.079
H -1.58410 -3.77542 -1.40094 0.1 -0.2 -0.1 0.060
H 0.49410 -3.65648 -0.12658 0.0 0.1 0.1 0.125
H -1.20019 -1.09424 0.02496 -0.1 0.2 0.0 0.081
H -2.84578 3.59904 0.56159 0.0 0.1 0.0 0.076
H -4.30063 3.02427 1.37746 -0.1 0.1 0.1 0.079
H 0.87341 -2.51714 -2.51847 0.0 -0.1 -0.1 0.072
H -3.78221 -0.58894 0.42910 0.0 -0.1 0.0 0.063
```
Forces are in eV/Å.

Calculated values
HOMO energy: -7.69 eV
ΔE to the lowest compared entry with this formula, charge and spin: 181.2 kJ/mol
SMILES string: C=CCn1c(C)cc(C(=O)CSc2nnc(NC(C)C)s2)c1C
frontier orbital gap: 0.2971 Ha
charge: 0

[5]
One molecule with the formula C16H22O3 in a non-equilibrium geometry. Source: OMol25; level of theory: ωB97M-V/def2-TZVPD.

The geometry in XYZ format:
```
41
Properties=species:S:1:pos:R:3:forces:R:3:lowdin_charge:R:1
O 0.46641 -0.18710 -2.24981 -0.1 0.3 0.1 -0.084
O -0.64901 -2.07820 0.02430 -0.4 0.3 0.2 -0.022
O -3.07529 0.88910 -0.80005 0.9 -0.4 0.1 0.082
C -1.03204 2.50804 -0.01097 -0.9 -0.3 0.0 -0.019
C 1.85025 -0.91303 1.59310 -2.1 0.2 -0.2 0.018
C -1.98810 -0.57871 -2.26959 0.7 0.0 0.4 -0.067
C -0.22952 0.23446 0.77183 -1.2 0.0 -0.9 -0.126
C 1.56978 -2.03493 3.80614 -0.1 0.3 0.0 -0.078
C -0.72092 1.05590 -0.51123 0.8 0.5 0.6 -0.247
C 0.37102 1.14382 -1.64018 -0.6 -0.3 -0.3 -0.422
C -0.65334 -0.64626 -3.01410 0.0 0.9 -0.3 -0.176
C 1.03786 -1.93347 2.38116 -0.8 0.2 0.4 -0.343
C 1.23588 0.04855 0.83644 2.8 -1.7 1.4 -0.174
C -0.49650 -1.61091 2.40185 1.2 0.9 -0.3 -0.097
C -1.98032 0.45213 -1.13384 -1.9 0.6 -0.4 -0.315
C 1.73346 1.41190 -1.10014 1.0 -0.7 1.5 -0.003
C 0.08857 2.26874 -2.66838 -0.3 -0.8 0.0 -0.011
C -0.95796 -1.09929 1.04346 0.5 -0.4 -0.4 -0.295
C 2.16364 0.84689 0.06283 -2.0 1.5 -3.0 -0.011
H -0.95317 2.31857 -2.96790 -0.2 0.0 -0.1 0.088
H 1.58939 -1.03686 4.23885 0.0 0.1 0.2 0.081
H -0.51162 0.84421 1.62650 0.0 0.3 0.0 0.146
H 0.94844 -2.65880 4.44978 0.0 -0.1 -0.1 0.080
H -2.23377 -1.54930 -1.83299 0.1 0.1 0.2 0.116
H 2.40745 1.99402 -1.73393 -0.1 -0.3 0.2 0.120
H -0.42922 -1.66954 -3.31755 0.2 0.1 0.1 0.125
H -0.11726 3.06808 0.20714 0.0 -0.2 -0.1 0.093
H 2.93744 -0.97980 1.66202 -0.3 0.1 -0.2 0.122
H -0.62385 -0.79262 3.11103 -0.2 0.0 0.2 0.122
H 3.19708 0.91768 0.26553 0.9 0.0 0.8 0.102
H -1.66799 2.54470 0.91092 0.5 -0.3 -0.8 0.102
H 0.30561 -2.05183 -0.16250 -0.4 0.2 0.1 0.100
H 1.11017 -2.91568 1.93419 0.3 -0.4 -0.4 0.130
H -1.61031 3.00562 -0.80082 0.3 0.2 0.3 0.083
H -1.11060 -2.43967 2.72240 0.1 -0.4 0.1 0.120
H 0.35792 3.23286 -2.25582 0.0 0.1 0.2 0.086
H -2.05942 -0.95215 1.06622 0.7 -0.1 -0.3 0.162
H -2.79567 -0.33924 -2.97251 0.1 0.2 0.4 0.127
H 2.58790 -2.39917 3.81967 0.3 -0.2 0.0 0.072
H -0.75179 -0.02754 -3.93140 0.2 -0.3 0.3 0.118
H 0.68942 2.10885 -3.56165 0.1 -0.1 0.0 0.096
```
Forces are in eV/Å.

Calculated values
HOMO energy: -8.44 eV
ΔE to the lowest compared entry with this formula, charge and spin: 187.8 kJ/mol
SMILES string: C[C@@H]1C=C2C=C[C@@]3(C)OCCC(=O)[C@@]3(C)[C@H]2[C@@H](O)C1
frontier orbital gap: 0.3370 Ha
charge: 0